The molecule C5H5NO. Source: the Open Molecules 2025 dataset; level of theory: wB97M-V/def2-TZVPD.

```
12
Properties=species:S:1:pos:R:3
O -1.42 -1.42 0.68
N 0.53 1.55 -1.10
C -0.33 -0.72 0.28
C 0.54 0.49 -1.81
C 0.23 -0.97 -0.99
C 0.50 1.51 0.28
C 0.12 0.41 1.00
H 1.30 -1.16 -0.95
H -0.05 0.51 2.07
H 0.74 2.45 0.78
H -0.27 -1.72 -1.61
H -1.89 -0.92 1.36
```

Calculated values
Largest force on an atom (eV Å⁻¹): 0.53
Frontier orbital gap (alpha / beta) (eV): 7.2 / 7.3
E_LUMO (alpha / beta) (eV): -0.38 / -0.38
E_tot (eV): -8799.6276
2S+1: 1



The molecule C5H5NO at a distorted geometry. Source: the Open Molecules 2025 dataset; level of theory: wB97M-V/def2-TZVPD.

```
12
Properties=species:S:1:pos:R:3
O -1.19 -0.88 0.48
N 1.78 -2.26 -0.79
C -1.11 0.15 1.33
C 0.24 0.79 1.05
C -0.08 0.82 -0.44
C -0.32 -0.67 -0.69
C 0.86 -1.56 -0.73
H 0.45 1.45 -1.13
H 1.01 0.07 1.38
H -0.94 -0.88 -1.57
H -1.14 1.18 -0.39
H 0.43 1.77 1.49
```

Calculated values
Largest force on an atom (eV Å⁻¹): 1.88
Frontier orbital gap (eV): 9.3
E_LUMO (eV): 0.25
E_tot (eV): -8799.4490
2S+1: 1



The molecule C5H5NO at a distorted geometry. Source: the Open Molecules 2025 dataset; level of theory: wB97M-V/def2-TZVPD.

```
12
Properties=species:S:1:pos:R:3
O -0.21 -1.38 0.16
N 2.88 -0.23 -0.64
C 0.05 0.99 0.06
C -1.30 -0.92 -0.43
C 1.90 -0.53 0.00
C 0.69 -0.39 0.53
C -1.52 0.41 -0.32
H 0.80 1.60 -0.44
H -2.05 0.99 -0.97
H -0.06 1.71 1.12
H -1.81 -1.91 -0.68
H 0.62 -0.34 1.62
```

Calculated values
Largest force on an atom (eV Å⁻¹): 12.19
SMILES: N#C[C@H]1CC=CO1
Frontier orbital gap (eV): 10.0
E_LUMO (eV): 0.71
E_tot (eV): -8799.2697
2S+1: 1



A structure of composition C5H5NO. Source: the Open Molecules 2025 dataset; level of theory: wB97M-V/def2-TZVPD.

```
12
Properties=species:S:1:pos:R:3
O 1.29 -0.42 0.91
N -1.03 0.40 -0.88
C -0.51 1.04 0.36
C -1.07 -0.33 0.41
C 0.97 0.68 0.07
C 0.23 -1.12 0.22
C 0.35 -0.21 -1.03
H 1.75 1.44 -0.04
H 0.28 -2.19 0.34
H 0.69 -0.52 -2.02
H -0.93 1.90 0.87
H -2.02 -0.67 0.80
```

Calculated values
Largest force on an atom (eV Å⁻¹): 0.54
Frontier orbital gap (eV): 10.8
E_LUMO (eV): 1.10
E_tot (eV): -8799.2023
2S+1: 1



The molecule C5H5NO at a distorted geometry. Source: the Open Molecules 2025 dataset; level of theory: wB97M-V/def2-TZVPD.

```
12
Properties=species:S:1:pos:R:3
O -1.69 0.44 0.37
N 0.11 -2.66 1.38
C 0.61 -0.03 -0.84
C -0.09 -1.16 -0.72
C -0.80 1.26 0.39
C 0.70 0.86 0.36
C -0.07 -1.94 0.49
H -0.71 -1.55 -1.52
H 0.71 0.44 -1.82
H 0.94 0.31 1.28
H -1.05 2.32 0.33
H 1.35 1.73 0.28
```

Calculated values
Largest force on an atom (eV Å⁻¹): 1.11
SMILES: N#C/C=C\CC=O
Frontier orbital gap (eV): 9.6
E_LUMO (eV): -0.16
E_tot (eV): -8801.3687
2S+1: 1



A cluster of 2 separate species, C5H5NO in total at a distorted geometry. Source: the Open Molecules 2025 dataset; level of theory: wB97M-V/def2-TZVPD.

```
12
Properties=species:S:1:pos:R:3
O -3.63 -0.31 -0.36
N -2.42 -0.55 0.31
C -1.37 -0.74 0.76
C 1.87 -0.99 -0.42
C 1.77 -0.11 0.54
C 0.90 1.00 0.44
C 0.17 1.90 0.17
H 2.67 -1.73 -0.28
H -0.49 2.69 0.12
H 1.60 -0.87 -1.47
H 2.31 -0.26 1.43
H -3.38 -0.02 -1.25
```

Calculated values
Largest force on an atom (eV Å⁻¹): 4.00
Frontier orbital gap (eV): 9.5
E_LUMO (eV): 0.29
E_tot (eV): -8796.7702
2S+1: 1



The molecule C5H5NO at a distorted geometry. Source: the Open Molecules 2025 dataset; level of theory: wB97M-V/def2-TZVPD.

```
12
Properties=species:S:1:pos:R:3
O 1.87 0.82 0.38
N -2.04 -1.87 0.57
C -0.79 0.82 -1.56
C 0.28 -0.78 1.15
C 0.56 0.48 0.38
C -0.33 1.10 -0.37
C -1.03 -1.36 0.83
H 1.05 -1.49 0.83
H 0.37 -0.64 2.22
H -1.53 1.35 -2.15
H 1.96 1.51 -0.29
H -0.38 -0.10 -1.98
```

Calculated values
Largest force on an atom (eV Å⁻¹): 1.53
SMILES: C=C=C(O)CC#N
Frontier orbital gap (eV): 9.8
E_LUMO (eV): 0.53
E_tot (eV): -8800.5718
2S+1: 1



The molecule C5H5NO at a distorted geometry. Source: the Open Molecules 2025 dataset; level of theory: wB97M-V/def2-TZVPD.

```
12
Properties=species:S:1:pos:R:3
O -1.89 0.40 0.65
N 2.39 -1.70 0.11
C 0.70 1.45 0.11
C 1.47 -1.03 -0.07
C 0.57 1.31 -1.14
C 0.27 -0.22 -0.29
C -0.81 -0.47 0.80
H -1.56 1.29 0.85
H 0.51 1.37 -2.21
H -1.20 -1.49 0.67
H -0.19 -0.56 -1.23
H -0.34 -0.39 1.79
```

Calculated values
Largest force on an atom (eV Å⁻¹): 1.15
Frontier orbital gap (eV): 11.6
E_LUMO (eV): 0.60
E_tot (eV): -8798.4555
2S+1: 1



The molecule C5H5NO at a distorted geometry. Source: the Open Molecules 2025 dataset; level of theory: wB97M-V/def2-TZVPD.

```
12
Properties=species:S:1:pos:R:3
O -2.37 0.55 -0.01
N -0.91 -1.24 -0.05
C 1.28 -0.31 -0.11
C 0.00 0.89 -0.11
C 1.42 1.17 0.03
C -1.09 0.15 0.08
C 0.56 -1.42 -0.02
H 2.04 1.61 -0.68
H -1.61 -1.74 0.48
H 1.89 1.40 0.95
H 1.03 -2.45 0.02
H -2.27 1.38 -0.56
```

Calculated values
Largest force on an atom (eV Å⁻¹): 2.70
SMILES: Oc1[nH]cc2c1C2
Frontier orbital gap (eV): 9.1
E_LUMO (eV): 0.65
E_tot (eV): -8798.4198
2S+1: 1



A cluster of 2 separate species, C5H5NO in total at a distorted geometry. Source: the Open Molecules 2025 dataset; level of theory: wB97M-V/def2-TZVPD.

```
12
Properties=species:S:1:pos:R:3
O -2.25 -0.49 0.07
N 2.28 -0.97 0.95
C -0.03 -1.32 -0.23
C 0.92 2.06 -0.38
C 1.27 -1.13 0.41
C -0.25 2.03 -0.65
C -1.17 -0.68 0.56
H 1.96 2.09 -0.14
H -1.30 2.00 -0.88
H -0.24 -2.39 -0.32
H -0.02 -0.89 -1.24
H -0.95 -0.42 1.62
```

Calculated values
Largest force on an atom (eV Å⁻¹): 1.23
SMILES: N#CCC=O.C#C
Frontier orbital gap (eV): 11.2
E_LUMO (eV): 0.52
E_tot (eV): -8800.5224
2S+1: 1



A structure of composition C5H5NO at a distorted geometry. Source: the Open Molecules 2025 dataset; level of theory: wB97M-V/def2-TZVPD.

```
12
Properties=species:S:1:pos:R:3
O -1.43 0.74 -0.06
N 2.47 -1.27 0.97
C 0.32 -0.65 -0.38
C 0.52 2.13 -0.29
C 1.52 -0.99 0.38
C -0.94 -1.08 0.19
C -0.02 0.99 -0.32
H -0.97 -1.34 1.25
H 1.53 2.50 -0.41
H -1.70 -1.56 -0.43
H -1.73 1.48 0.53
H 0.44 -0.93 -1.43
```

Calculated values
Largest force on an atom (eV Å⁻¹): 1.38
Frontier orbital gap (alpha / beta) (eV): 7.1 / 7.1
E_LUMO (alpha / beta) (eV): -0.86 / -0.86
E_tot (eV): -8797.2142
2S+1: 1



A cluster of 2 separate species, C5H5NO in total. Source: the Open Molecules 2025 dataset; level of theory: wB97M-V/def2-TZVPD.

```
12
Properties=species:S:1:pos:R:3
O 1.23 -0.17 -2.13
N -0.73 0.19 2.65
C -1.16 0.38 -0.17
C 0.28 0.10 2.05
C 0.21 0.55 -0.19
C -1.84 0.17 0.87
C 1.13 -0.49 -0.76
H 0.37 -0.34 -2.54
H 2.13 -0.40 -0.33
H -2.73 -0.05 1.42
H 0.75 -1.50 -0.58
H 0.62 1.55 -0.09
```

Calculated values
Largest force on an atom (eV Å⁻¹): 0.96
Frontier orbital gap (eV): 8.0
E_LUMO (eV): -1.72
E_tot (eV): -8796.7379
2S+1: 1



The molecule C5H5NO at a distorted geometry. Source: the Open Molecules 2025 dataset; level of theory: wB97M-V/def2-TZVPD.

```
12
Properties=species:S:1:pos:R:3
O -1.37 -1.70 1.30
N 0.51 -1.53 -2.70
C -0.64 0.40 0.22
C 0.86 0.39 0.30
C 0.18 0.46 -1.05
C -0.94 -0.58 1.30
C 0.36 -0.66 -1.96
H 1.24 1.11 1.02
H 1.26 -0.61 0.47
H -1.06 1.38 0.45
H 0.09 1.41 -1.57
H -0.50 -0.08 2.22
```

Calculated values
Largest force on an atom (eV Å⁻¹): 1.41
SMILES: N#C[C@@H]1C[C@@H]1C=O
Frontier orbital gap (eV): 10.9
E_LUMO (eV): 0.52
E_tot (eV): -8800.7511
2S+1: 1



A cluster of 2 separate species, C5H5NO in total at a distorted geometry. Source: the Open Molecules 2025 dataset; level of theory: wB97M-V/def2-TZVPD.

```
12
Properties=species:S:1:pos:R:3
O -1.12 -0.71 2.61
N 0.39 -1.76 -2.14
C 0.39 -0.81 -1.49
C 0.21 0.28 0.79
C 0.38 0.40 -0.68
C 1.54 0.65 0.27
C -0.48 -0.27 1.74
H -0.07 1.26 -1.17
H -2.81 0.01 -0.15
H -2.60 -0.63 -0.45
H 1.86 1.68 0.38
H 2.33 -0.10 0.29
```

Calculated values
Largest force on an atom (eV Å⁻¹): 1.12
SMILES: N#C[C@@H]1CC1=C=O.[H][H]
Frontier orbital gap (eV): 9.8
E_LUMO (eV): 0.29
E_tot (eV): -8800.0618
2S+1: 1



The molecule C5H5NO2 at a distorted geometry. Source: the Open Molecules 2025 dataset; level of theory: wB97M-V/def2-TZVPD.

```
13
Properties=species:S:1:pos:R:3
O -2.61 -0.18 -0.20
O -1.16 1.90 0.07
N -0.37 -0.42 0.15
C 0.79 -1.10 -0.04
C -1.64 -0.91 0.06
C 1.80 -0.25 -0.17
C 1.26 1.09 0.08
C -0.12 1.12 0.09
H 2.91 -0.41 -0.18
H 1.00 -2.15 0.01
H -2.02 1.31 -0.39
H -1.70 -2.07 0.67
H 1.86 2.08 -0.13
```

Calculated values
Largest force on an atom (eV Å⁻¹): 5.38
SMILES: O=Cn1cccc1O
Frontier orbital gap (eV): 8.7
E_LUMO (eV): 0.39
E_tot (eV): -10848.4820
2S+1: 1



A cluster of 2 separate species, C5H5NO2 in total at a distorted geometry. Source: the Open Molecules 2025 dataset; level of theory: wB97M-V/def2-TZVPD.

```
13
Properties=species:S:1:pos:R:3
O 2.27 1.59 -0.02
O 2.56 -0.08 -1.30
N 2.19 0.40 -0.24
C -1.55 0.23 -1.27
C -1.17 0.47 1.36
C -1.29 0.49 0.17
C 0.98 -1.36 1.25
C 1.61 -0.54 0.67
H 0.34 -2.00 1.86
H -1.20 -0.82 -1.50
H -0.92 0.84 -1.97
H -1.23 0.37 2.39
H -2.60 0.40 -1.40
```

Calculated values
Largest force on an atom (eV Å⁻¹): 2.49
SMILES: C#C[N+](=O)[O-].C#CC
Frontier orbital gap (eV): 9.2
E_LUMO (eV): -0.73
E_tot (eV): -10842.8529
2S+1: 1



The molecule C5H5NO2 at a distorted geometry. Source: the Open Molecules 2025 dataset; level of theory: wB97M-V/def2-TZVPD.

```
13
Properties=species:S:1:pos:R:3
O -3.70 -0.26 0.52
O -1.19 2.45 -0.50
N -1.97 -1.66 -0.04
C 0.05 -0.29 -0.40
C -0.15 1.98 -0.24
C -0.80 -1.26 -0.72
C -2.71 -0.76 0.23
C -0.01 0.77 0.59
H 0.78 0.74 1.19
H -0.94 0.76 1.24
H 0.84 2.16 -0.77
H -0.57 -1.96 -1.56
H 0.85 -0.11 -1.06
```

Calculated values
Largest force on an atom (eV Å⁻¹): 5.05
SMILES: O=C=N/C=C\CC=O
Frontier orbital gap (eV): 10.1
E_LUMO (eV): 0.61
E_tot (eV): -10848.9478
2S+1: 1



A structure of composition C5H5NO2 at a distorted geometry. Source: the Open Molecules 2025 dataset; level of theory: wB97M-V/def2-TZVPD.

```
13
Properties=species:S:1:pos:R:3
O -1.94 -0.26 -0.10
O 2.28 -0.92 0.05
N 0.03 1.44 -0.29
C 0.26 0.14 -1.04
C 0.39 0.65 0.88
C -0.78 -0.84 -0.62
C 1.27 -0.20 0.02
C -0.98 -0.44 0.86
H 0.80 1.80 -0.46
H 0.31 0.50 -2.19
H -1.09 -1.82 -0.91
H 0.68 1.00 1.95
H -1.21 -1.05 1.85
```

Calculated values
Largest force on an atom (eV Å⁻¹): 10.22
Frontier orbital gap (eV): 10.7
E_LUMO (eV): 0.78
E_tot (eV): -10845.2213
2S+1: 1



The molecule C5H5NO2 at a distorted geometry. Source: the Open Molecules 2025 dataset; level of theory: wB97M-V/def2-TZVPD.

```
13
Properties=species:S:1:pos:R:3
O 0.78 1.80 0.25
O 2.73 0.32 -0.43
N 0.18 -1.43 -0.69
C 1.48 0.41 0.24
C -0.67 -0.79 0.30
C -1.36 0.56 -0.17
C -0.51 1.70 -0.19
C 0.80 -0.82 0.47
H -2.48 0.64 -0.86
H -1.06 2.71 -0.59
H 0.18 -2.34 -0.35
H -1.43 -1.35 1.02
H 1.34 -1.42 0.99
```

Calculated values
Largest force on an atom (eV Å⁻¹): 11.38
SMILES: O=C1OC=C[C@H]2N[C@@H]12
Frontier orbital gap (eV): 8.6
E_LUMO (eV): -0.70
E_tot (eV): -10844.6299
2S+1: 1